Entry from the Open Molecules 2025 dataset: the molecule C3H5NO at a distorted geometry (ωB97M-V/def2-TZVPD).

The geometry in ORCA input format:
```
! wB97M-V def2-TZVPD RIJCOSX def2/J DEFGRID3
* xyz 0 1
O -1.49399 0.90442 -1.64877
C -0.62539 0.62476 -0.88520
C 0.68016 -0.59400 -0.66500
N 0.24264 -0.66823 0.68976
C -0.29335 0.64299 0.85762
H 0.83337 -1.60263 -1.09752
H 1.60965 -0.01785 -0.75225
H -0.48637 -1.36756 0.79140
H -0.97465 0.69421 1.72983
H 0.50792 1.38388 0.98012
*
```

SMILES: O=C1CNC1
Total energy (a.u.): -247.21666
Relative energy (zero: lowest compared OMol25 entry of this formula, charge and spin) (kJ/mol): 237.8
E_HOMO (hartree): -0.344